1.
{
  "formula": "C9H15NO2",
  "method": "the ωB97M-V functional and the def2-TZVPD basis",
  "elements": ["C", "C", "C", "C", "C", "C", "C", "C", "C", "N", "O", "O", "H", "H", "H", "H", "H", "H", "H", "H", "H", "H", "H", "H", "H", "H", "H"],
  "positions_angstrom": [[0.708, 0.855, 0.656], [-0.251, 0.423, 1.394], [0.346, -2.452, -0.740], [-0.229, -2.253, -2.183], [-0.046, 0.116, -1.152], [0.601, -1.211, -1.568], [-0.415, 0.596, 2.885], [-2.389, 0.890, -1.014], [1.992, 1.669, 0.649], [-1.388, -0.089, -0.591], [-1.293, -0.245, 0.777], [2.838, 1.747, 1.802], [-0.353, -2.363, 0.130], [1.130, -3.182, -0.758], [0.302, -2.720, -2.868], [-1.293, -2.230, -2.356], [0.003, 0.958, -1.889], [1.555, -0.990, -1.952], [0.476, 1.195, 3.075], [-0.518, -0.489, 3.351], [-1.327, 1.137, 3.285], [-2.297, 0.912, -2.032], [-3.420, 0.616, -0.647], [-2.088, 1.945, -0.805], [1.554, 2.730, 0.564], [2.840, 1.550, -0.141], [2.963, 0.883, 2.128]],
  "forces_ev_per_angstrom": [[1.9, -1.0, -4.9], [-1.6, 0.5, 1.1], [-1.1, 0.7, -1.0], [-1.7, 1.0, 3.4], [0.0, 0.6, 3.1], [-1.2, 2.3, 1.8], [-0.9, -1.7, 0.4], [0.2, 0.6, 2.8], [0.3, 2.2, -0.7], [1.1, 0.3, -1.7], [-1.1, -0.5, 1.4], [-1.1, 1.2, 0.3], [0.9, -0.2, -1.1], [0.3, -0.2, 0.6], [2.1, -2.6, -3.3], [0.0, 0.5, 0.2], [-0.1, -0.9, 0.5], [1.2, -0.3, -0.6], [0.0, -0.5, 1.2], [0.8, 2.3, -0.6], [0.9, -0.4, -1.1], [-0.5, -0.5, -2.8], [1.3, 0.4, -0.5], [-0.4, -0.4, 0.8], [1.1, -1.2, -0.2], [-2.5, -0.4, 0.3], [0.3, -1.7, 0.7]],
  "mulliken_charge": [0.519, 0.278, -0.654, -0.891, -0.700, -0.164, -1.099, -1.141, -0.417, 0.218, -0.441, -0.527, 0.208, 0.330, 0.413, 0.241, 0.554, 0.569, 0.355, 0.234, 0.271, 0.482, 0.246, 0.338, 0.210, 0.259, 0.310],
  "e_homo_ha": -0.300,
  "relative_energy_ev": 7.0432,
  "max_force_ev_per_a": 5.4,
  "homo_lumo_gap_ev": 9.00
}


2.
{
  "formula": "C9H15NP2",
  "method": "the ωB97M-V functional and the def2-TZVPD basis",
  "elements": ["C", "C", "C", "C", "C", "C", "C", "C", "C", "N", "P", "P", "H", "H", "H", "H", "H", "H", "H", "H", "H", "H", "H", "H", "H", "H", "H"],
  "positions_angstrom": [[3.989, -0.887, 1.275], [-5.192, 0.912, 0.471], [1.153, -1.824, -1.319], [3.918, -0.175, 0.203], [-4.014, 0.331, 0.648], [0.074, -1.057, -1.519], [3.309, 1.198, 0.188], [-2.682, 1.155, 0.555], [-1.122, -0.959, -0.674], [0.582, 1.549, 0.395], [1.605, 1.291, -0.682], [-1.826, 0.725, -1.003], [4.318, -1.899, 0.996], [4.004, -0.519, 2.222], [-6.187, 0.473, 0.468], [-5.180, 1.977, 0.187], [1.998, -1.728, -2.004], [1.463, -2.161, -0.260], [4.103, -0.561, -0.706], [-3.828, -0.700, 1.088], [-0.064, -0.601, -2.498], [3.258, 1.659, 1.159], [3.918, 1.779, -0.502], [-2.867, 2.136, 0.626], [-1.955, 0.907, 1.323], [-1.944, -1.792, -0.977], [-0.830, -1.230, 0.337]],
  "forces_ev_per_angstrom": [[1.7, -3.3, -1.8], [-0.1, 0.7, -0.7], [1.1, 1.1, 2.1], [-2.5, 3.5, 1.2], [1.7, -0.3, 1.6], [0.1, -1.8, -1.5], [0.5, 0.0, -0.7], [-0.4, -4.6, -0.2], [-2.0, -1.5, 0.1], [-1.9, 0.2, 1.4], [1.9, -0.2, -1.6], [0.6, 0.4, 0.2], [0.0, 0.1, 1.2], [-0.6, 0.7, 2.7], [0.4, -0.3, 0.3], [-0.1, -0.5, 0.1], [-0.3, -0.4, -0.1], [-0.9, 0.1, -1.8], [0.6, -1.5, -3.1], [-0.7, 1.1, -1.0], [0.3, 0.0, -0.1], [0.0, 0.2, 0.4], [0.0, 0.6, 0.1], [-0.7, 3.8, -0.1], [-0.2, -0.2, 0.4], [1.8, 1.8, 0.4], [-0.3, 0.4, 0.5]],
  "mulliken_charge": [-0.873, -0.712, -0.620, -0.234, 0.000, -0.602, -0.708, -0.849, -0.362, -0.359, 0.239, 0.010, 0.242, 0.393, 0.281, 0.209, 0.351, 0.250, 0.473, 0.261, 0.338, 0.413, 0.327, 0.533, 0.343, 0.312, 0.347],
  "e_homo_ha": [-0.268, -0.306],
  "relative_energy_ev": 4.8805,
  "max_force_ev_per_a": 4.6,
  "homo_lumo_gap_ev": [6.23, 7.93]
}


3.
{
  "formula": "C9H15NSi",
  "method": "the ωB97M-V functional and the def2-TZVPD basis",
  "elements": ["C", "C", "C", "C", "C", "C", "C", "C", "C", "N", "Si", "H", "H", "H", "H", "H", "H", "H", "H", "H", "H", "H", "H", "H", "H", "H"],
  "positions_angstrom": [[1.907, -2.113, -0.167], [0.471, -1.860, -0.075], [2.782, -1.095, -0.070], [0.037, -0.603, 0.085], [2.281, 0.323, -0.178], [-1.079, 2.094, 0.212], [0.474, 1.990, 0.107], [-1.792, 0.988, -0.593], [0.882, 0.560, 0.534], [-1.468, -0.302, -0.110], [-2.614, -1.592, 0.219], [2.141, -3.087, -0.297], [-0.331, -2.505, -0.315], [3.878, -1.017, -0.201], [3.126, 0.904, 0.255], [2.251, 0.436, -1.211], [-1.274, 2.104, 1.201], [-1.310, 3.025, -0.096], [0.633, 2.377, -0.939], [1.082, 2.599, 0.722], [-2.927, 0.994, -0.417], [-1.426, 1.283, -1.698], [0.861, 0.411, 1.564], [-3.837, -0.991, 0.948], [-1.693, -2.363, 1.332], [-3.057, -2.561, -0.813]],
  "forces_ev_per_angstrom": [[-0.2, 2.4, 1.1], [0.4, 2.4, -0.5], [0.0, 0.2, -0.8], [-3.6, 0.8, -1.0], [0.3, -1.0, 4.0], [2.3, -2.1, -0.9], [-2.2, -1.2, -1.2], [-0.4, 1.9, -0.7], [1.6, -0.1, -4.8], [3.1, -2.2, 0.6], [1.2, 0.0, 2.7], [1.3, -2.9, -0.3], [0.1, -1.4, -0.4], [-0.6, -1.4, 0.1], [-1.0, 0.4, -0.3], [-0.5, 1.0, -2.0], [-1.3, -0.5, 3.5], [-1.3, 3.1, -1.5], [0.7, -1.3, 0.6], [0.0, 1.2, 0.9], [1.5, 0.9, -0.9], [-1.3, -1.3, 1.7], [0.6, 0.5, 2.1], [0.7, -0.3, -0.8], [-1.6, 0.6, -1.4], [0.1, 0.2, -0.1]],
  "mulliken_charge": [-0.651, -0.568, -0.614, -0.030, -0.804, -1.255, -0.940, -0.402, 0.489, 0.338, 0.161, 0.483, 0.454, 0.325, 0.311, 0.397, 0.502, 0.574, 0.319, 0.466, 0.328, 0.173, 0.225, -0.121, -0.048, -0.109],
  "e_homo_ha": -0.281,
  "relative_energy_ev": 4.1523,
  "max_force_ev_per_a": 5.0,
  "homo_lumo_gap_ev": 8.56
}


4.
{
  "formula": "C9H16B3F7O6S",
  "method": "the ωB97M-V functional and the def2-TZVPD basis",
  "elements": ["C", "C", "C", "B", "O", "B", "O", "B", "C", "F", "F", "C", "F", "F", "C", "F", "F", "F", "O", "H", "H", "H", "H", "H", "H", "H", "H", "O", "S", "O", "O", "C", "C", "C", "H", "H", "H", "H", "H", "H", "H", "H"],
  "positions_angstrom": [[-0.692, 0.799, -0.072], [-1.171, 0.113, -1.357], [-1.140, -1.417, -1.291], [-2.290, -2.003, -0.420], [-2.698, -1.426, 0.786], [-2.706, -2.342, 1.811], [-2.950, -3.688, 1.568], [-2.689, -4.082, 0.284], [-2.051, -5.529, -0.047], [-2.357, -5.893, -1.313], [-2.602, -6.457, 0.780], [-0.510, -5.572, 0.166], [-0.163, -4.383, 0.739], [-0.153, -6.574, 0.981], [0.327, -5.691, -1.131], [-0.006, -6.773, -1.842], [0.186, -4.574, -1.881], [1.626, -5.800, -0.769], [-2.945, -3.208, -0.739], [-1.483, 1.280, 0.486], [-0.239, 0.052, 0.573], [0.076, 1.524, -0.299], [-0.539, 0.426, -2.181], [-2.173, 0.440, -1.617], [-1.211, -1.870, -2.274], [-0.203, -1.757, -0.852], [-2.487, -1.980, 2.919], [3.771, 4.072, -0.461], [2.728, 4.058, 0.517], [1.493, 3.392, 0.239], [2.430, 5.552, 0.971], [2.120, 6.519, -0.056], [0.721, 6.355, -0.618], [3.357, 3.477, 2.054], [2.876, 6.469, -0.841], [2.217, 7.486, 0.432], [0.616, 5.416, -1.160], [0.501, 7.171, -1.306], [-0.016, 6.357, 0.183], [4.281, 4.002, 2.278], [3.540, 2.412, 1.936], [2.609, 3.648, 2.823]],
  "forces_ev_per_angstrom": [[0.2, -0.3, -0.3], [0.2, 0.0, 0.0], [-0.8, 0.1, 0.1], [-0.8, 0.5, -0.3], [0.9, -0.6, 0.0], [-0.7, 0.5, 0.5], [0.9, -0.2, 0.0], [-1.0, 0.1, -0.2], [-0.6, 0.0, 0.5], [0.0, -0.1, -0.3], [0.0, -0.2, 0.1], [-0.1, 0.0, -0.3], [0.2, -0.1, 0.1], [0.0, 0.3, -0.1], [0.6, 0.1, -0.1], [0.3, 0.6, 0.3], [0.0, -0.9, 0.4], [-0.7, 0.1, -0.4], [1.4, -0.3, -0.1], [-0.2, 0.1, 0.1], [0.1, -0.1, 0.3], [0.1, 0.3, 0.1], [0.1, 0.1, -0.2], [-0.2, 0.1, -0.1], [0.1, -0.1, -0.3], [0.3, -0.1, 0.0], [-0.2, 0.0, 0.1], [0.0, 0.0, -0.2], [0.0, 0.2, 0.4], [0.0, 0.0, -0.1], [0.0, -0.1, 0.1], [-0.1, 0.3, -0.4], [0.0, -0.2, 0.0], [0.0, 0.0, 0.0], [0.0, -0.1, 0.0], [0.1, -0.1, 0.2], [0.0, 0.0, 0.0], [0.0, 0.1, 0.0], [0.0, 0.1, 0.0], [0.0, 0.0, 0.0], [0.0, 0.0, 0.0], [0.0, 0.0, 0.0]],
  "mulliken_charge": [-0.844, -0.575, -0.772, 0.653, -0.413, 0.631, -0.612, 0.127, 0.708, -0.312, -0.315, 0.636, -0.283, -0.299, 0.600, -0.234, -0.193, -0.257, -0.261, 0.287, 0.263, 0.238, 0.410, 0.269, 0.348, 0.374, -0.136, -0.666, 1.186, -0.556, -0.281, -0.361, -0.968, -0.969, 0.336, 0.270, 0.287, 0.386, 0.263, 0.344, 0.369, 0.320],
  "e_homo_ha": -0.400,
  "relative_energy_ev": 0.4839,
  "max_force_ev_per_a": 1.4,
  "homo_lumo_gap_ev": 11.41
}